Record 1
Molecular formula: C42H54Br2N4O4PRbSSe2
Method: DFT, wB97M-V/def2-TZVPD

Last column: Mulliken charge in e.
Positions of all 111 atoms, in Å:
Rb 11.44 14.93 13.74  0.646
Br 16.41 18.40 8.98  -0.335
Br 12.55 20.29 12.26  -0.295
Se 11.00 12.03 11.85  -0.714
Se 10.37 9.42 15.98  -0.781
S 10.01 20.51 18.56  -0.308
P 16.78 12.41 17.83  -0.339
O 12.09 17.17 12.69  -0.741
O 8.75 14.81 13.80  -0.475
O 9.61 7.88 12.50  -0.586
O 13.35 10.69 13.71  -0.136
N 7.06 13.68 14.93  0.214
N 13.73 15.01 11.83  0.031
N 11.07 17.32 15.62  0.245
N 9.85 18.82 22.83  -0.598
C 15.11 11.76 19.85  -0.251
C 16.76 15.30 18.45  -2.031
C 5.67 13.71 15.46  -0.946
C 13.53 18.74 11.74  0.105
C 15.56 14.23 10.46  -0.717
C 10.81 20.19 21.08  -0.231
C 17.27 14.31 17.40  2.125
C 17.46 9.74 17.95  -1.897
C 19.26 11.43 18.67  -1.776
C 18.65 11.09 16.32  -1.629
C 7.74 14.87 14.51  0.731
C 10.73 16.97 16.84  -1.028
C 11.43 10.06 11.74  -1.499
C 8.93 18.80 20.52  -0.207
C 14.62 19.02 10.92  -0.833
C 10.95 7.94 12.97  -1.394
C 7.15 16.23 15.03  -1.276
C 11.45 9.38 13.09  2.254
C 13.16 17.38 12.03  0.526
C 18.09 11.11 17.74  2.081
C 16.38 12.33 19.62  0.343
C 10.56 19.21 17.54  1.098
C 9.02 18.34 21.83  -0.256
C 15.25 12.19 22.29  -0.360
C 12.79 9.39 13.79  -0.809
C 11.36 18.64 15.39  -0.047
C 14.01 16.28 11.52  -0.286
C 10.28 17.89 17.83  -0.535
C 7.48 12.41 14.27  -0.755
C 14.49 14.00 11.31  -0.488
C 14.53 11.65 21.20  -0.575
C 9.93 19.71 20.12  0.332
C 16.54 12.80 22.01  -0.672
C 18.78 14.47 17.23  -1.512
C 15.10 16.60 10.62  0.834
C 10.53 10.05 14.07  -1.673
C 15.85 15.56 10.09  -0.717
C 17.09 12.87 20.73  -0.270
C 16.51 14.47 16.06  -2.056
C 10.77 19.70 22.40  -0.289
C 15.30 17.95 10.38  0.554
C 11.18 19.59 16.39  -0.645
H 12.42 9.99 11.31  0.316
H 11.71 18.91 14.42  -0.253
H 17.96 13.43 20.43  0.341
H 10.60 9.69 11.12  0.414
H 16.57 9.58 17.34  0.418
H 14.77 19.96 10.49  0.394
H 14.85 12.14 23.39  0.239
H 19.35 13.55 17.43  0.363
H 5.54 14.55 16.14  0.276
H 17.36 15.28 19.35  0.420
H 18.91 14.76 16.18  0.368
H 12.55 9.03 14.81  0.365
H 11.56 7.46 12.23  0.487
H 14.58 11.28 19.01  0.459
H 6.28 16.48 14.46  0.384
H 11.56 21.04 20.88  0.261
H 11.49 20.06 23.09  0.380
H 9.82 17.48 18.71  0.382
H 8.32 17.55 22.25  0.310
H 7.92 16.96 14.81  0.241
H 16.65 13.57 15.42  0.352
H 6.77 16.12 16.07  0.302
H 6.65 12.04 13.56  0.210
H 19.30 15.28 17.90  0.247
H 16.64 16.27 17.97  0.512
H 19.21 10.98 19.69  0.289
H 19.29 10.17 16.15  0.441
H 19.35 11.92 16.04  0.326
H 13.69 10.89 21.26  0.314
H 15.76 14.98 18.84  0.327
H 17.00 15.29 15.55  0.579
H 11.04 7.52 13.96  0.418
H 8.47 12.62 13.73  0.230
H 16.78 15.89 9.62  0.295
H 19.22 12.56 18.86  0.249
H 9.53 9.91 13.71  0.576
H 7.67 11.61 15.02  0.289
H 8.24 18.30 19.77  0.508
H 10.66 15.91 17.02  0.417
H 17.14 9.65 18.99  0.393
H 13.42 8.55 13.36  0.222
H 17.07 13.21 22.84  0.407
H 15.47 14.58 16.28  0.533
H 20.15 11.20 18.14  0.456
H 18.20 8.96 17.69  0.477
H 4.90 13.65 14.63  0.276
H 17.89 11.11 15.52  0.314
H 16.19 13.46 10.02  0.404
H 9.03 7.52 13.19  0.337
H 11.44 20.56 16.08  0.485
H 10.84 11.11 14.14  0.321
H 14.16 12.96 11.51  0.326
H 14.07 10.77 14.33  0.137
H 5.55 12.67 15.91  0.322

Output
HOMO level ... -0.22 eV
DFT total energy ... -350134.4643 eV
Charge ... -2
LUMO ... 2.85 eV



Record 2
Molecular formula: C42H54N12O8S2Zn2
Method: DFT, wB97M-V/def2-TZVPD

Last column: Mulliken charge in e.
Positions of all 120 atoms, in Å:
Zn -0.36 0.18 -0.82  0.848
Zn 0.83 2.35 2.58  0.312
S -0.86 2.54 -0.26  1.174
S 0.89 -0.59 1.24  1.930
O -0.26 2.57 1.04  -0.236
O 1.05 0.55 2.17  0.187
O 1.37 -0.23 -0.10  -1.097
O -1.55 3.81 -0.55  -0.906
O 0.11 2.07 -1.19  0.359
O 1.41 -1.82 1.84  -1.108
O -0.51 -0.78 0.90  -1.234
O -1.70 1.37 -0.37  -0.938
N 2.23 -5.70 -2.55  0.099
N -0.53 -3.84 0.94  0.437
N 3.99 -0.12 -3.81  0.159
N -4.25 1.64 -0.93  1.627
N 2.71 2.76 1.32  -0.033
N -3.48 -0.02 2.64  0.300
N -0.91 1.96 3.72  -0.050
N -0.06 6.47 -2.02  -0.486
N -0.21 -2.24 -1.98  0.705
N 0.63 -1.46 4.49  0.617
N -1.85 3.39 -3.32  0.410
N 4.59 -1.39 2.38  0.299
C -6.31 1.47 -1.94  -0.780
C -2.88 2.74 -4.00  -0.107
C 0.65 -1.55 6.76  -0.424
C 6.86 -1.16 2.51  -0.623
C -5.44 0.71 3.39  -0.637
C -3.76 -0.76 3.77  -0.445
C -1.94 -0.82 -2.43  -1.191
C -0.42 -2.27 6.25  -1.100
C -1.93 0.85 5.89  -0.629
C 2.50 1.47 -3.32  0.433
C -1.40 1.48 4.64  0.648
C -2.58 -4.60 0.55  -1.055
C -0.44 -4.81 -0.03  -0.779
C -0.79 -0.30 -3.06  -0.912
C 0.26 -1.17 -2.77  0.083
C -4.45 0.97 2.42  -0.414
C 6.31 -0.13 1.76  -0.614
C -5.27 0.77 -1.24  -0.677
C -1.57 -1.99 -1.83  -0.917
C -1.71 -5.30 -0.23  -0.577
C 1.26 -1.00 5.67  -0.739
C 4.87 4.16 1.18  -0.970
C 2.28 1.06 -4.68  -0.808
C 3.67 3.36 1.23  0.458
C 5.75 -1.98 2.84  -0.563
C 1.62 -4.18 -4.05  -0.301
C -1.47 3.46 -5.57  -0.689
C 4.93 -0.32 1.62  -0.145
C 2.57 -3.56 -3.17  0.009
C -4.78 2.87 -1.10  -0.696
C 3.51 0.66 -2.80  -1.177
C -1.85 -3.74 1.36  -0.290
C 2.03 4.94 -1.48  -0.179
C -6.00 2.82 -1.73  -0.660
C 1.41 -5.52 -3.66  -0.681
C -0.95 3.77 -4.31  -0.304
C -2.74 2.84 -5.36  -0.896
C 0.88 5.79 -1.82  0.271
C 3.31 0.15 -4.96  -0.868
C -0.38 -2.25 4.85  -0.163
C -5.03 -0.38 4.22  -1.058
C 2.88 -4.56 -2.23  -1.017
H -3.63 -4.88 0.60  0.463
H 0.54 -5.16 -0.30  0.674
H 5.71 3.48 1.03  0.232
H 2.59 4.64 -2.37  0.333
H 1.51 1.42 -5.34  0.522
H -2.64 -0.20 2.12  0.181
H 1.16 -3.76 -4.93  0.405
H 4.75 -0.76 -3.62  0.268
H -2.10 -2.74 -1.27  0.579
H -1.94 -6.16 -0.85  0.435
H 1.95 2.30 -2.90  0.459
H 6.91 0.70 1.42  0.361
H -3.04 -1.46 4.18  0.572
H 0.85 -1.44 7.82  0.408
H 0.25 -3.36 1.36  0.257
H 2.94 -2.55 -3.24  0.410
H 1.32 -1.09 -2.99  -0.223
H -4.18 3.73 -0.83  0.382
H -0.99 3.67 -6.52  0.438
H 0.38 -3.00 -1.69  0.164
H -1.87 3.60 -2.33  0.235
H -6.36 1.28 3.47  0.427
H 2.78 5.20 -0.74  0.393
H 4.92 4.76 0.27  0.340
H -1.13 -2.80 6.85  0.394
H -3.41 2.62 -6.18  0.483
H 2.14 -0.38 5.58  0.471
H 2.33 -6.53 -1.98  0.243
H -0.03 4.30 -4.09  0.308
H -0.92 -2.75 4.06  0.428
H 4.95 4.80 2.05  0.318
H 7.88 -1.34 2.81  0.411
H 3.50 -4.47 -1.35  0.475
H -6.73 3.59 -1.95  0.443
H -4.37 1.65 1.58  0.471
H 3.68 -0.24 -5.90  0.448
H 5.61 -2.93 3.34  0.435
H 3.95 0.57 -1.82  0.509
H -0.68 0.58 -3.66  0.604
H -2.11 -3.01 2.11  0.396
H -2.91 -0.35 -2.52  0.870
H -1.45 -0.12 6.00  -0.057
H -3.36 1.38 -0.51  -0.145
H -7.21 1.08 -2.40  0.479
H -1.75 1.57 6.69  0.385
H -3.73 2.40 -3.43  0.075
H 3.65 -1.75 2.44  0.171
H 4.17 0.28 1.14  0.214
H 0.87 -1.32 3.52  0.019
H -5.64 -0.70 5.06  0.419
H -3.02 0.77 5.89  0.292
H -5.20 -0.28 -1.01  0.482
H 0.73 -6.26 -4.06  0.410
H 1.63 3.99 -1.13  -0.359

Output
HOMO level ... -7.04 eV
DFT total energy ... -197195.3010 eV
LUMO ... -2.04 eV
Relative energy (zero: lowest compared OMol25 entry of this formula, charge and spin) ... 0.0 kcal/mol



Record 3
Molecular formula: C42H55As3F3N5S2Sc
Method: DFT, wB97M-V/def2-TZVPD

Last column: Mulliken charge in e.
Positions of all 111 atoms, in Å:
As 6.87 -2.25 0.09  0.292
As 2.40 0.00 2.21  0.918
As 2.39 0.37 -1.31  1.237
Sc 0.12 0.26 0.45  -0.682
S 0.17 2.92 0.01  -0.317
S 0.46 -2.39 0.23  -0.440
F -6.48 -3.94 -4.99  -0.255
F -4.90 -4.20 -6.47  -0.281
F -6.19 -2.44 -6.53  -0.251
N -0.71 4.87 -1.51  -0.521
N -0.75 0.33 2.19  -0.041
N -1.41 2.74 -2.15  0.426
N -2.22 -2.24 0.41  0.320
N -1.54 -3.65 -1.09  0.061
C -1.99 -0.76 3.93  0.376
C -1.08 2.79 6.26  -0.856
C -3.88 -1.78 5.03  -0.866
C -1.38 5.36 -2.55  0.784
C -3.23 -2.75 -4.88  -0.755
C 4.88 0.16 0.42  2.742
C 2.40 1.85 2.82  -1.136
C -1.98 -3.12 4.43  -0.967
C 6.36 -2.52 -1.79  -0.999
C 6.32 -0.36 0.34  -2.117
C -1.36 -2.00 3.90  0.436
C 4.11 -0.40 -0.78  -1.386
C 5.41 -3.33 0.86  -0.847
C -2.99 -3.75 -1.20  -0.069
C 2.33 -0.92 3.92  -1.158
C -1.32 0.43 3.32  -0.461
C -2.83 2.20 -4.03  -1.319
C -1.16 -2.76 -0.17  -0.272
C -1.08 4.02 5.63  -0.470
C -2.90 -1.20 -3.06  1.185
C -1.30 1.69 4.13  0.384
C -3.25 -0.65 4.51  -0.179
C 4.94 1.69 0.36  -1.804
C 4.30 -0.28 1.78  -1.500
C -4.29 -0.99 -3.00  -0.177
C -2.39 -2.07 -4.02  -0.469
C -2.10 3.20 -3.21  1.271
C -1.20 4.09 4.25  -0.697
C -1.35 6.85 -2.71  -1.292
C -1.30 2.93 3.50  -0.051
C -2.09 4.55 -3.44  -0.993
C -1.35 -0.09 -1.23  -0.338
C -3.47 -2.70 -0.18  -0.463
C -3.25 -3.01 4.99  -0.510
C 2.02 -0.80 -2.82  -1.360
C -0.71 3.55 -1.30  0.264
C 2.85 2.00 -2.28  -1.489
C -5.13 -1.67 -3.86  -1.370
C -1.21 1.62 5.52  -0.285
C -4.60 -2.56 -4.80  0.291
C -5.54 -3.29 -5.71  0.789
C -2.04 -0.57 -2.11  0.521
H -1.97 7.30 -1.93  0.295
H -3.14 2.63 -4.98  0.424
H 2.29 2.55 2.00  0.186
H 4.47 -1.35 1.92  -0.046
H 4.86 0.23 2.57  0.613
H 4.42 -3.04 0.52  0.035
H -1.47 -4.08 4.42  0.452
H 5.36 2.03 -0.59  0.422
H 4.75 -0.33 -1.67  0.884
H 6.85 -0.04 1.25  0.493
H 3.05 2.82 -1.60  0.377
H 2.87 -0.79 -3.51  0.575
H -4.12 -3.13 0.58  0.490
H -2.62 4.97 -4.29  0.394
H -1.21 0.66 6.02  0.486
H 1.35 -0.73 4.37  0.214
H -4.87 -1.69 5.46  0.421
H 3.90 -1.47 -0.64  -0.396
H 5.45 -3.29 1.95  0.336
H 6.83 0.14 -0.49  0.582
H 6.80 -1.74 -2.41  0.312
H 2.46 -1.99 3.77  0.371
H 6.78 -3.48 -2.12  0.436
H -6.20 -1.52 -3.81  0.416
H -1.73 7.16 -3.68  0.362
H 3.33 2.07 3.35  0.462
H -2.13 -1.48 1.07  -0.174
H -0.34 7.22 -2.57  0.364
H -0.99 2.73 7.34  0.423
H 1.85 -1.81 -2.45  0.343
H -3.32 -3.52 -2.22  -0.105
H -1.22 5.05 3.75  0.447
H 3.11 -0.54 4.58  0.550
H -3.72 1.85 -3.50  0.225
H -3.74 0.31 4.56  0.516
H -3.73 -3.88 5.40  0.421
H -4.00 -1.87 -0.66  0.107
H 5.28 -2.54 -1.95  0.193
H -0.87 -4.15 -1.64  0.212
H -1.39 2.98 2.42  0.278
H -0.99 4.93 6.21  0.405
H -1.42 1.73 -1.93  -0.621
H 3.95 2.15 0.48  0.012
H -3.33 -4.76 -0.95  0.431
H -2.83 -3.43 -5.62  0.493
H -0.38 -2.08 3.44  0.231
H 5.57 2.08 1.16  0.472
H -1.31 -2.22 -4.08  0.528
H -2.21 1.32 -4.23  0.266
H -4.69 -0.31 -2.27  0.696
H 1.56 1.99 3.50  0.233
H 3.71 1.82 -2.92  0.430
H 5.60 -4.35 0.55  0.422
H 1.13 -0.44 -3.32  0.296
H 1.99 2.26 -2.90  0.453

Output
HOMO level ... -10.29 eV
DFT total energy ... -284934.2243 eV
Charge ... +1
LUMO ... -2.42 eV
Relative energy (zero: lowest compared OMol25 entry of this formula, charge and spin) ... 5.1 kcal/mol



Record 4
Molecular formula: C42H55AsBF5N14Sr
Method: DFT, wB97M-V/def2-TZVPD

Last column: Mulliken charge in e.
Positions of all 119 atoms, in Å:
Sr 0.69 0.72 -0.01  1.465
As 3.80 0.22 0.87  0.803
F 0.46 2.51 -3.28  -0.309
F 2.84 3.30 0.74  -0.212
F 3.63 5.68 -0.22  -0.344
F 1.24 4.90 -4.19  -0.364
F 2.86 6.49 -2.69  -0.335
N 3.72 -2.07 -2.98  0.223
N -1.24 2.32 0.09  0.657
N -0.92 -0.63 -4.23  1.489
N 2.30 -1.24 -1.54  1.902
N -3.19 -1.45 -0.87  0.300
N 1.11 1.65 2.82  0.812
N -1.27 -2.15 -2.54  0.749
N -0.02 2.24 3.28  -0.497
N -0.77 -0.30 1.60  2.024
N -4.15 0.61 -1.07  1.109
N -1.54 0.44 2.43  -0.986
N -1.56 2.78 1.32  1.438
N -5.52 -1.27 -1.42  0.513
N -1.94 -2.70 -4.76  0.511
C -2.15 -4.99 -0.29  1.527
C 2.32 -2.61 -1.40  -0.402
C 1.27 3.27 -2.46  -0.259
C -1.85 0.25 -4.90  -0.810
C -3.01 -5.32 0.80  -1.131
C 3.35 -1.04 2.31  -1.295
C 3.51 0.42 -2.98  -0.838
C -2.25 -0.38 3.23  -0.464
C 2.45 5.31 -2.22  0.855
C -1.95 -1.69 2.91  -1.353
C -6.73 -0.64 -0.92  -1.276
C -3.88 -4.39 1.28  -1.017
C 1.55 2.75 4.74  -1.599
C -1.32 -3.42 -1.98  -0.171
C 2.06 1.96 3.70  -0.187
C 3.20 -3.15 -2.29  -0.934
C 3.15 -0.94 -2.50  -1.004
C -0.38 -5.66 -1.79  -1.167
C -5.71 -2.58 -2.00  -0.817
C -1.35 -2.69 -6.10  -1.047
C 2.85 4.88 -0.97  0.153
C 0.22 2.90 4.43  -0.260
C -2.21 -3.70 -0.89  -0.494
C -2.72 -3.88 -4.46  -0.833
C -2.07 4.02 1.24  -0.479
C -4.26 -0.77 -1.09  -0.465
C 2.41 3.65 -0.52  -0.320
C -1.58 3.29 -0.77  -1.295
C 1.63 2.78 -1.23  0.370
C -1.37 -1.90 -3.79  -1.445
C -1.22 -5.96 -0.76  -1.081
C 0.47 -0.53 -4.63  -0.675
C -1.02 -1.58 1.88  -1.232
C -3.65 1.26 0.13  -0.188
C 5.18 -0.93 0.08  -1.193
C -3.17 -2.75 -0.38  0.070
C -3.96 -3.11 0.69  -0.387
C -4.88 1.44 -2.00  -1.199
C 5.08 1.38 1.79  -1.479
C 1.64 4.49 -2.98  -0.012
C -0.43 -4.39 -2.40  0.075
C -2.11 4.39 -0.09  -1.555
B -1.40 1.97 2.64  -0.617
H 2.08 3.14 5.60  0.448
H -2.84 0.17 -4.45  0.157
H 4.20 -1.22 2.96  0.384
H 0.34 -6.39 -2.14  0.410
H -7.33 -1.38 -0.40  0.402
H -1.45 3.13 -1.83  0.690
H 1.05 -1.23 -4.03  0.121
H -1.50 1.28 -4.77  0.093
H -4.81 -2.89 -2.50  -0.007
H -4.63 -2.37 1.11  0.449
H 3.07 1.61 3.57  0.320
H -1.39 -1.71 -6.57  0.207
H -4.51 -4.62 2.13  0.415
H -6.48 0.15 -0.22  0.362
H 0.83 0.48 -4.44  0.069
H 5.76 1.78 1.05  0.443
H 3.69 0.42 -4.06  0.519
H -3.09 2.16 -0.13  0.135
H 0.63 -0.75 -5.69  0.245
H -2.34 -2.59 3.37  0.525
H -6.52 -2.52 -2.74  0.446
H -1.95 0.08 -5.98  0.286
H 5.64 0.80 2.53  0.427
H -2.98 0.57 0.65  -0.238
H -1.19 -6.93 -0.28  0.429
H -0.53 -2.37 1.33  0.552
H -2.13 -4.80 -4.51  0.387
H -3.13 -3.82 -3.46  -0.067
H -0.57 3.41 4.95  0.463
H -2.93 0.03 3.97  0.482
H 3.50 -4.17 -2.49  0.499
H -5.03 0.91 -2.94  0.387
H 5.90 -1.21 0.85  0.488
H 3.05 -1.99 1.86  0.377
H -2.46 5.32 -0.51  0.528
H 2.70 1.12 -2.75  -0.378
H -3.54 -3.95 -5.17  0.429
H 4.41 -2.11 -3.70  0.202
H 4.58 2.22 2.27  0.366
H -4.46 1.55 0.81  0.015
H 5.71 -0.40 -0.72  0.320
H -1.93 -3.38 -6.72  0.448
H 2.51 -0.66 2.90  0.344
H 4.73 -1.84 -0.34  0.279
H 0.25 -4.14 -3.20  0.539
H -5.97 -3.33 -1.25  0.306
H -2.38 4.55 2.13  0.471
H -5.86 1.78 -1.63  0.365
H -4.29 2.34 -2.21  0.191
H 4.41 0.79 -2.48  0.216
H -0.31 -3.03 -6.10  0.276
H -2.27 2.32 3.40  -0.179
H -2.94 -6.31 1.24  0.418
H 1.69 -3.13 -0.70  0.218
H -7.34 -0.22 -1.73  0.305

Output
HOMO level ... -7.01 eV
DFT total energy ... -141247.7175 eV
LUMO ... 0.34 eV
Relative energy (zero: lowest compared OMol25 entry of this formula, charge and spin) ... 59.4 kcal/mol



Q: Among the records above, which one has the lowest LUMO?
A: C42H55As3F3N5S2Sc